1.
This record from OMol25 describes C11H10 in the gas phase in a non-equilibrium geometry. The level of theory is ωB97M-V/def2-TZVPD.

## Properties
E_HOMO   -8.289 eV
Frontier orbital gap   8.814 eV
SMILES   Cc1cccc2ccccc12
ΔE to the lowest compared entry with this formula, charge and spin   200.7 kJ/mol

Each line ends with the Löwdin charge.
Geometry (Å):
C1 -2.17 1.73 0.16  -0.09
C2 -0.94 1.13 -0.49  -0.26
C3 -0.41 1.68 -1.62  -0.06
C4 0.82 1.18 -2.00  -0.13
C5 1.61 0.31 -1.34  -0.02
C6 1.01 -0.41 -0.17  -0.13
C7 1.66 -1.44 0.61  -0.05
C8 0.88 -2.22 1.47  -0.09
C9 -0.42 -1.69 1.87  -0.10
C10 -1.06 -0.65 1.24  -0.04
C11 -0.35 -0.04 0.10  -0.11
H1 -3.11 1.12 0.15  0.08
H2 -2.44 2.85 -0.31  0.13
H3 -2.08 1.98 1.25  0.08
H4 -0.89 2.68 -2.07  0.16
H5 1.38 1.64 -2.75  0.08
H6 2.46 -0.15 -1.78  0.09
H7 2.68 -1.95 0.49  0.13
H8 1.39 -3.14 1.86  0.11
H9 -1.14 -2.24 2.65  0.14
H10 -1.99 -0.24 1.52  0.07

=====

2.
This record from OMol25 describes 5 unconnected molecules or ions with the total composition C30H58N5O5S2 in a non-equilibrium geometry. The level of theory is ωB97M-V/def2-TZVPD.

## Properties
Total charge   -1
E_HOMO   -5.537 eV
Frontier orbital gap   7.105 eV

Each line ends with the Löwdin charge.
Geometry (Å):
C1 5.16 -2.34 2.59  -0.17
C2 3.96 -3.45 2.81  -0.25
C3 3.02 -3.72 1.50  -0.23
C4 1.56 -2.95 1.76  -0.22
C5 1.66 -1.31 1.66  -0.21
C6 1.11 -0.52 2.99  -0.20
C7 -0.22 0.42 2.68  -0.20
C8 -1.58 -0.08 3.48  -0.20
C9 -2.81 -0.19 2.35  -0.23
C10 -4.09 -1.06 2.89  -0.26
S1 -5.49 0.01 3.54  0.65
O1 -5.61 1.34 2.76  -0.43
O2 -5.13 0.38 5.03  -0.46
N1 -6.95 -0.95 3.60  -0.37
S2 -8.21 -0.32 2.57  0.73
O3 -8.63 1.14 2.94  -0.41
O4 -7.84 -0.50 1.08  -0.42
O5 -9.65 -1.27 2.81  -0.32
C11 -10.68 -0.86 1.85  -0.26
C12 -12.22 -1.23 2.38  -0.17
C13 -12.69 -2.67 1.73  -0.26
C14 -13.46 -3.65 2.79  -0.16
H1 6.08 -2.55 3.31  0.07
H2 5.50 -2.32 1.46  0.03
H3 4.78 -1.25 2.84  0.07
H4 4.40 -4.49 3.14  0.10
H5 3.25 -3.01 3.66  0.10
H6 3.55 -3.30 0.53  0.07
H7 2.83 -4.87 1.30  0.10
H8 0.84 -3.35 0.90  0.10
H9 1.16 -3.31 2.81  0.10
H10 1.15 -0.92 0.65  0.07
H11 2.82 -1.01 1.56  0.08
H12 1.97 0.23 3.35  0.10
H13 0.94 -1.23 3.93  0.11
H14 -0.04 1.55 3.00  0.12
H15 -0.41 0.37 1.52  0.06
H16 -1.88 0.71 4.29  0.12
H17 -1.45 -1.12 4.02  0.11
H18 -3.10 0.90 1.95  0.13
H19 -2.32 -0.78 1.43  0.10
H20 -4.50 -1.69 1.97  0.11
H21 -3.81 -1.82 3.75  0.12
H22 -10.56 -1.44 0.82  0.13
H23 -10.69 0.28 1.58  0.12
H24 -12.97 -0.38 2.04  0.11
H25 -12.22 -1.27 3.55  0.11
H26 -13.41 -2.46 0.83  0.10
H27 -11.73 -3.24 1.38  0.11
H28 -13.44 -3.18 3.88  0.07
H29 -12.99 -4.73 2.88  0.07
H30 -14.60 -3.77 2.50  0.07
C15 7.89 0.74 -0.74  -0.13
C16 6.62 1.54 -1.03  -0.27
C17 5.46 1.17 -0.10  -0.18
C18 5.11 -0.30 -0.28  -0.14
N2 4.82 -1.52 -0.42  0.13
H31 7.73 -0.33 -0.90  0.07
H32 8.70 1.06 -1.40  0.04
H33 8.21 0.89 0.30  0.07
H34 6.33 1.37 -2.07  0.11
H35 6.84 2.61 -0.92  0.11
H36 4.58 1.78 -0.34  0.11
H37 5.72 1.35 0.94  0.12
C19 -0.45 1.69 -3.74  -0.12
C20 -1.28 0.77 -2.85  -0.26
C21 -1.16 1.12 -1.36  -0.18
C22 0.28 1.00 -0.92  -0.15
N3 1.48 0.89 -0.54  0.13
H38 0.62 1.61 -3.52  0.07
H39 -0.58 1.42 -4.79  0.05
H40 -0.75 2.73 -3.62  0.07
H41 -0.96 -0.27 -3.01  0.12
H42 -2.33 0.83 -3.15  0.11
H43 -1.78 0.45 -0.77  0.10
H44 -1.51 2.15 -1.19  0.12
C23 -2.80 4.02 -5.96  -0.11
C24 -2.23 4.61 -7.25  -0.28
C25 -2.10 3.57 -8.37  -0.20
C26 -1.16 2.46 -7.94  -0.16
N4 -0.38 1.54 -7.58  0.11
H45 -2.14 3.24 -5.55  0.05
H46 -2.90 4.79 -5.20  0.08
H47 -3.78 3.58 -6.13  0.08
H48 -1.25 5.05 -7.03  0.11
H49 -2.88 5.42 -7.58  0.11
H50 -1.70 4.05 -9.27  0.11
H51 -3.08 3.15 -8.61  0.12
C27 12.08 -0.55 -1.28  -0.11
C28 12.98 0.34 -0.44  -0.28
C29 12.20 1.26 0.51  -0.19
C30 11.29 2.17 -0.30  -0.16
N5 10.54 2.93 -0.97  0.11
H52 11.43 0.04 -1.94  0.07
H53 12.68 -1.20 -1.92  0.07
H54 11.45 -1.18 -0.65  0.08
H55 13.61 0.95 -1.11  0.11
H56 13.66 -0.29 0.15  0.11
H57 12.89 1.87 1.10  0.11
H58 11.59 0.67 1.20  0.12

=====

3.
This record from OMol25 describes a molecular structure, C19H33Cl2ErN2O2P2 in a non-equilibrium geometry. The level of theory is ωB97M-V/def2-TZVPD.

## Properties
Total charge   +2
Multiplicity   4
E_HOMO (alpha / beta)   -14.678 / -14.678 eV
Frontier orbital gap (alpha / beta)   9.250 / 9.277 eV
Expectation value of S²   3.7523

Each line ends with the Löwdin charge.
Geometry (Å):
C1 -2.04 -0.11 -5.70  -0.07
C2 -1.00 -0.09 -4.62  -0.81
H1 -3.08 0.02 -5.33  0.11
H2 -2.03 -1.07 -6.24  0.10
H3 -1.82 0.68 -6.46  0.11
O1 -1.16 0.00 -3.37  -0.11
Cl1 0.59 -0.22 -5.28  0.76
Er1 0.98 0.16 -1.32  0.83
P1 0.82 -2.68 -1.51  0.74
C3 -0.51 -3.29 -0.39  -0.26
C4 0.35 -3.54 -3.05  -0.27
H4 0.29 -4.64 -2.93  0.07
H5 2.24 -4.70 -1.23  0.07
H6 1.10 -3.31 -3.80  0.04
H7 3.16 -3.18 -1.40  0.04
H8 -1.48 -2.95 -0.77  0.05
H9 -0.63 -3.18 -3.40  0.04
C5 2.28 -3.64 -0.95  -0.25
H10 -0.55 -4.39 -0.29  0.07
H11 2.36 -3.56 0.15  0.05
H12 -0.37 -2.86 0.61  0.03
P2 0.49 2.93 -2.00  0.74
C6 -0.78 3.59 -0.86  -0.27
C7 1.91 4.06 -1.70  -0.26
H13 0.58 3.17 -4.36  0.04
H14 -0.35 4.55 -3.73  0.07
H15 -1.10 2.94 -3.83  0.04
C8 -0.16 3.47 -3.62  -0.27
H16 2.78 3.59 -2.17  0.04
H17 1.79 5.09 -2.10  0.07
H18 -0.88 4.68 -0.97  0.07
H19 -0.54 3.37 0.19  0.04
H20 2.10 4.13 -0.62  0.05
H21 -1.76 3.14 -1.07  0.05
Cl2 3.41 0.35 -1.03  -0.10
C9 -1.24 0.17 4.91  0.04
N1 -1.47 0.29 3.50  -0.04
N2 -0.48 0.05 2.60  0.07
C10 -0.93 0.37 1.37  -0.35
O2 -0.19 0.16 0.33  -0.25
C11 -2.23 0.90 1.53  0.09
C12 -2.51 0.86 2.89  -0.23
C13 -3.68 1.34 3.65  0.00
C14 0.79 -0.50 2.98  -0.20
C15 0.83 -1.79 3.50  -0.03
C16 2.07 -2.37 3.77  -0.05
C17 3.25 -1.65 3.57  -0.04
C18 3.19 -0.37 3.01  -0.05
C19 1.96 0.21 2.69  -0.01
H22 -2.17 0.46 5.41  0.10
H23 -0.46 0.84 5.29  0.12
H24 -0.97 -0.85 5.19  0.10
H25 -2.84 1.31 0.75  0.13
H26 -4.17 0.58 4.28  0.11
H27 -3.48 2.23 4.28  0.11
H28 -4.46 1.65 2.93  0.10
H29 -0.11 -2.34 3.66  0.13
H30 2.12 -3.40 4.13  0.12
H31 4.22 -2.07 3.85  0.12
H32 4.10 0.21 2.83  0.12
H33 1.88 1.22 2.26  0.13

=====

4.
This record from OMol25 describes C5H11NO in the gas phase in a non-equilibrium geometry. The level of theory is ωB97M-V/def2-TZVPD.

## Properties
E_HOMO   -9.240 eV
Frontier orbital gap   10.162 eV
SMILES   CCN(C=O)CC
ΔE to the lowest compared entry with this formula, charge and spin   238.2 kJ/mol

Each line ends with the Löwdin charge.
Geometry (Å):
C1 -1.56 0.50 -1.60  -0.06
C2 -1.33 -0.32 -0.32  -0.26
N1 -0.15 0.05 0.45  -0.12
C3 -0.47 1.24 1.12  -0.32
O1 0.34 1.95 1.64  0.04
C4 1.12 -0.39 -0.07  -0.24
C5 2.05 -1.02 0.93  -0.09
H1 -1.32 -0.18 -2.52  0.11
H2 -2.56 1.03 -1.63  0.09
H3 -0.90 1.29 -1.60  0.03
H4 -1.28 -1.40 -0.56  0.12
H5 -1.98 -0.41 0.44  0.06
H6 -1.52 1.59 1.26  0.15
H7 1.56 0.55 -0.48  0.14
H8 0.93 -1.22 -0.77  0.12
H9 2.67 -1.78 0.58  0.03
H10 1.63 -1.32 1.97  0.11
H11 2.77 -0.17 1.16  0.09

=====

5.
This record from OMol25 describes a molecular structure, C40H38Cl5F3Ge2OPtSb. The level of theory is ωB97M-V/def2-TZVPD.

## Properties
Total charge   +1
E_HOMO   -10.518 eV
Frontier orbital gap   6.695 eV

Each line ends with the Löwdin charge.
Geometry (Å):
Pt1 -0.67 -0.12 0.55  0.61
C1 0.05 2.48 -2.45  -0.18
C2 0.78 3.00 -1.22  -0.34
Ge1 0.00 2.32 0.46  0.77
C3 1.10 2.56 2.06  -0.36
C4 0.32 2.32 3.34  -0.17
C5 -1.65 3.37 0.59  -0.20
C6 -2.77 2.86 0.07  -0.37
Ge2 -2.50 1.00 -0.38  0.87
C7 -2.75 0.01 1.54  -0.36
C8 -3.80 -1.08 1.35  -0.15
C9 -3.46 0.20 -1.88  -0.35
C10 -2.64 0.14 -3.17  -0.17
C11 -4.07 3.52 -0.12  -0.25
C12 -5.25 2.80 0.01  -0.06
C13 -6.49 3.41 -0.14  -0.06
C14 -6.55 4.76 -0.44  -0.07
C15 -5.38 5.49 -0.59  -0.06
C16 -4.15 4.88 -0.44  -0.03
H1 0.45 2.92 -3.37  0.08
H2 -1.02 2.73 -2.42  0.05
H3 0.13 1.40 -2.54  0.04
H4 0.67 4.08 -1.14  0.08
H5 1.84 2.79 -1.27  0.03
H6 1.48 3.59 2.02  0.08
H7 1.98 1.91 2.01  0.03
H8 -0.52 3.02 3.43  0.07
H9 0.95 2.46 4.22  0.08
H10 -0.10 1.31 3.38  0.04
H11 -1.63 4.40 0.94  0.08
H12 -3.18 0.96 1.90  0.07
H13 -2.08 -0.28 2.35  0.06
H14 -4.58 -0.81 0.64  0.06
H15 -4.29 -1.29 2.31  0.09
H16 -3.35 -2.01 1.01  0.05
H17 -4.36 0.80 -2.03  0.07
H18 -3.78 -0.79 -1.57  0.04
H19 -2.40 1.13 -3.55  0.07
H20 -3.20 -0.39 -3.94  0.08
H21 -1.70 -0.40 -3.02  0.04
H22 -5.21 1.74 0.27  0.10
H23 -7.40 2.83 -0.01  0.11
H24 -7.51 5.24 -0.57  0.11
H25 -5.43 6.54 -0.84  0.11
H26 -3.24 5.45 -0.58  0.11
Cl1 0.01 -7.53 0.01  0.71
C17 -0.19 -5.89 0.49  -0.73
C18 -0.80 -4.98 -0.37  -0.70
Cl2 -1.40 -5.50 -1.89  0.73
C19 -0.91 -3.64 0.01  -0.58
Cl3 -1.62 -2.51 -1.10  0.77
C20 -0.43 -3.16 1.23  -0.49
O1 -0.50 -1.91 1.63  -0.35
C21 0.15 -4.12 2.09  -0.61
Cl4 0.72 -3.57 3.62  0.77
C22 0.28 -5.45 1.72  -0.71
Cl5 1.05 -6.56 2.78  0.72
F1 2.40 -6.25 -2.68  0.09
C23 2.28 -5.05 -2.12  -0.28
C24 2.73 -4.86 -0.83  0.01
C25 2.58 -3.61 -0.25  -0.10
C26 1.99 -2.57 -0.96  -0.36
C27 1.53 -2.79 -2.26  -0.14
C28 1.68 -4.04 -2.85  0.00
Sb1 1.77 -0.69 -0.05  1.54
C29 3.03 0.56 -1.18  -0.38
C30 3.90 1.43 -0.53  -0.13
C31 4.69 2.31 -1.25  0.01
C32 4.60 2.29 -2.63  -0.27
F2 5.36 3.14 -3.34  0.09
C33 3.76 1.43 -3.31  0.01
C34 2.97 0.56 -2.58  -0.12
C35 2.90 -0.87 1.71  -0.38
C36 4.26 -1.14 1.62  -0.12
C37 5.04 -1.23 2.77  0.02
C38 4.42 -1.03 3.99  -0.26
F3 5.17 -1.10 5.10  0.09
C39 3.07 -0.76 4.11  0.01
C40 2.31 -0.68 2.96  -0.16
H27 3.17 -5.69 -0.29  0.13
H28 2.93 -3.46 0.77  0.11
H29 1.03 -2.01 -2.82  0.09
H30 1.33 -4.24 -3.86  0.13
H31 3.96 1.44 0.55  0.10
H32 5.38 2.99 -0.77  0.13
H33 3.73 1.45 -4.39  0.13
H34 2.31 -0.11 -3.11  0.09
H35 4.74 -1.28 0.66  0.12
H36 6.10 -1.45 2.73  0.13
H37 2.64 -0.63 5.09  0.13
H38 1.24 -0.51 3.04  0.07